Molecular formula: C25H66FFeO9
Method: DFT, ωB97M-V with the def2-TZVPD basis set

Positions of all 102 atoms, in Å:
Fe1 -2.584 -2.782 -2.007
C1 -0.342 -0.039 0.404
C2 -0.457 -0.270 -1.084
O1 -1.113 -1.471 -1.456
H1 -1.241 -0.120 1.017
H2 0.041 0.978 0.483
H3 0.205 -0.680 1.095
H4 0.599 -0.255 -1.352
H5 -0.934 0.570 -1.590
C3 -2.854 -2.988 1.980
C4 -3.504 -3.993 1.104
O2 -3.200 -3.795 -0.254
H6 -3.311 -2.045 1.683
H7 -1.795 -2.797 1.807
H8 -2.943 -3.242 3.036
H9 -4.574 -4.149 1.243
H10 -3.164 -4.971 1.443
F1 -2.449 -2.268 -3.899
C5 -5.098 0.193 -3.522
C6 -4.177 -0.064 -2.328
C7 -4.363 0.909 -1.180
O3 -4.205 -1.359 -1.849
H11 -6.130 -0.094 -3.318
H12 -4.904 -0.560 -4.286
H13 -5.113 1.186 -3.972
H14 -3.180 0.092 -2.740
H15 -5.313 0.755 -0.669
H16 -4.424 1.898 -1.634
H17 -3.564 0.855 -0.441
H18 -5.048 -1.420 -1.394
C8 1.111 3.362 -3.421
C9 -0.138 3.883 -4.055
C10 0.080 4.249 -5.506
O4 -1.207 2.960 -3.924
H19 1.432 2.377 -3.759
H20 0.944 3.158 -2.364
H21 1.937 4.070 -3.483
H22 -0.475 4.767 -3.514
H23 0.523 3.506 -6.169
H24 0.727 5.126 -5.539
H25 -0.851 4.685 -5.871
H26 -0.737 2.197 -3.581
C11 3.058 -2.855 3.187
C12 1.724 -3.417 2.950
C13 0.594 -2.600 3.467
O5 1.597 -3.638 1.566
H27 3.298 -2.838 4.251
H28 3.099 -1.803 2.906
H29 3.840 -3.329 2.595
H30 1.688 -4.394 3.432
H31 -0.235 -3.230 3.791
H32 0.399 -1.652 2.967
H33 0.886 -2.216 4.444
H34 1.668 -2.732 1.257
C14 1.870 1.782 2.655
C15 2.535 1.253 3.874
C16 3.990 0.870 3.718
O6 2.404 2.276 4.807
H35 0.853 1.393 2.707
H36 2.316 1.336 1.766
H37 1.969 2.855 2.493
H38 1.904 0.450 4.258
H39 4.521 1.822 3.702
H40 4.304 0.251 2.878
H41 4.305 0.162 4.485
H42 2.717 3.085 4.395
C17 -0.483 -6.470 -2.378
C18 -0.441 -5.171 -1.583
C19 0.910 -4.471 -1.672
O7 -1.338 -4.394 -2.382
H43 -1.450 -6.951 -2.521
H44 0.284 -7.151 -2.009
H45 -0.206 -6.377 -3.428
H46 -0.718 -5.341 -0.543
H47 1.249 -4.413 -2.707
H48 1.801 -4.931 -1.245
H49 0.940 -3.461 -1.263
H50 -1.014 -4.634 -3.253
C20 5.197 1.681 0.241
C21 4.646 1.112 -1.029
C22 3.263 1.714 -1.279
O8 5.574 1.461 -2.065
H51 4.589 1.403 1.102
H52 5.273 2.764 0.151
H53 6.184 1.257 0.430
H54 4.747 0.034 -0.897
H55 2.972 1.528 -2.313
H56 3.201 2.758 -0.970
H57 2.465 1.211 -0.733
H58 5.418 0.990 -2.886
C23 -1.273 4.021 1.468
C24 -2.229 3.950 2.672
C25 -1.730 4.468 4.049
O9 -3.374 4.688 2.286
H59 -0.923 5.029 1.248
H60 -1.622 3.475 0.591
H61 -0.401 3.414 1.712
H62 -2.528 2.911 2.812
H63 -2.114 3.903 4.899
H64 -2.231 5.412 4.264
H65 -0.659 4.589 4.213
H66 -3.484 4.748 1.334

Forces on atoms 1 to 3 (eV/Å):
Fe 1.9 1.8 1.9
C -1.0 0.7 1.3
C -0.5 -1.9 0.4

Results
frontier orbital gap (spin up / spin down) = 9.3 / 7.4 eV
multiplicity = 6
<S²> = 8.76
net charge = 0

Results of the Mulliken charge analysis, in e, for atoms 1 through 2:
1 Fe 0.67
2 C 0.13

---

Molecular formula: C5H11NO
Method: DFT, ωB97M-V with the def2-TZVPD basis set

Positions of all 18 atoms, in Å:
C1 -1.686 -0.374 -1.311
C2 -1.918 -0.203 0.150
N1 -1.033 0.807 0.756
C3 0.510 0.620 1.224
C4 1.290 -0.526 0.816
C5 2.567 0.324 -0.170
O1 -3.362 -0.191 0.151
H1 -2.323 0.536 -1.695
H2 -0.742 -0.420 -1.865
H3 -2.122 -1.394 -1.492
H4 -0.900 1.469 -0.001
H5 0.490 1.006 2.229
H6 -1.536 -1.060 0.635
H7 1.792 -0.975 1.657
H8 0.911 -1.243 0.063
H9 1.762 0.792 -0.783
H10 3.278 -0.288 -0.808
H11 3.021 1.119 0.444

Forces on atoms 1 to 3 (eV/Å):
C -1.4 0.3 -2.2
C -1.9 -1.6 -0.4
N 2.5 2.1 0.5

Results
frontier orbital gap (spin up / spin down) = 6.1 / 5.7 eV
multiplicity = 2
<S²> = 0.76
net charge = -1

Results of the natural (NBO) charge analysis, in e, for atoms 1 through 2:
1 C -0.67
2 C 0.21

---

ΔE to the lowest compared entry with this formula, charge and spin
In order: 432.9; 423.9
Unit: kJ/mol
Calculated total energy
In order: -3032.672451; -326.913487
Unit: a.u.